# 1
# C3H8S2

A cluster of 2 separate species, C3H8S2 in total at a distorted geometry (wB97M-V/def2-TZVPD, the Open Molecules 2025 dataset).

```
13
Properties=species:S:1:pos:R:3:forces:R:3:mulliken_charge:R:1
C -2.93366 0.11665 -0.49588 0.4668 -0.6995 0.6860 -0.384
C -2.71214 -0.38182 0.71500 -0.2412 0.0519 0.2815 -0.533
H -2.33443 -0.30443 -1.29448 -0.1883 0.4248 -0.3192 0.204
H -3.67973 0.87972 -0.66010 0.0090 -0.0232 -0.2346 0.236
H -1.96585 -1.13775 0.93582 0.0543 0.0043 -0.3715 0.264
H -3.28014 -0.08813 1.58726 -0.1382 0.2652 -0.0096 0.225
C 2.01176 -1.39924 -0.00537 -0.1323 -0.4100 -0.1091 -0.767
S 0.69447 -0.38716 -0.75048 0.5661 0.8661 1.1565 -0.077
S 0.94105 1.29847 0.51870 0.1085 -0.3497 -1.2206 -0.197
H 2.10924 -1.17805 1.05414 -0.1349 0.0566 -0.0475 0.304
H 2.97331 -1.25015 -0.48705 -0.0009 0.0839 -0.1089 0.306
H 1.70959 -2.44145 -0.10514 0.0751 -0.0533 -0.0817 0.269
H 0.09177 0.93408 1.46232 -0.4439 -0.2170 0.3786 0.151
```
Positions in Å, forces in eV/Å.

Output
E_HOMO, eV: -9.210
Total energy, eV: -24910.1202
Kohn-Sham gap, eV: 9.606
Energy relative to the best compared isomer or geometry (same formula, charge and spin), kcal/mol: 29.5
SMILES: C=C.CSS
Net charge: 0



# 2
# C12H24ClI2IrN2OP2

A structure of composition C12H24ClI2IrN2OP2 at a distorted geometry (wB97M-V/def2-TZVPD, the Open Molecules 2025 dataset).

```
45
Properties=species:S:1:pos:R:3:forces:R:3:mulliken_charge:R:1
I 0.17670 0.98182 -4.60699 0.5764 5.6626 -1.5908 0.323
I -0.06405 -1.48147 -4.33727 -0.5309 -5.4864 0.2503 0.315
Ir -0.02071 0.09094 0.48048 0.8285 0.5785 -0.3664 0.301
P -2.25905 0.05053 0.09750 -1.8093 0.2543 -0.6892 0.714
C -3.49858 0.19612 1.41008 -0.1603 0.0114 0.1437 -1.221
C -2.79803 1.33233 -1.10668 -0.1228 0.0028 0.3272 -1.146
H -3.88447 1.23064 -1.24283 0.3059 0.1193 0.0270 0.449
H -3.82634 -1.43703 -0.93951 0.3342 -0.1760 -0.0705 0.438
H -2.28835 1.19718 -2.06848 -0.3101 0.1435 0.4257 0.290
H -2.23762 -1.47322 -1.80426 -0.2124 -0.0696 0.4505 0.142
H -3.23828 1.02379 2.08114 -0.0699 -0.2014 -0.0960 0.344
H -2.56795 2.32081 -0.69013 -0.1263 -0.1118 -0.2435 0.394
C -2.73298 -1.46410 -0.82044 -0.0146 0.2307 0.3313 -1.045
H -4.48276 0.40142 0.96458 0.2666 -0.1087 0.1604 0.435
H -2.44244 -2.33432 -0.22534 -0.1238 -0.0786 -0.2681 0.359
H -3.56019 -0.73586 1.98333 0.0312 0.2055 -0.0183 0.369
P 2.28419 -0.01978 0.07658 1.1706 0.5582 -0.5109 0.622
C 3.51045 -0.06203 1.41397 0.2172 -0.1880 0.1429 -1.204
C 2.72682 -1.41430 -1.02417 0.1053 -0.0888 0.3616 -0.911
H 2.33779 1.35891 -1.95075 0.2401 0.0961 0.4114 0.268
H 3.89542 1.40758 -1.06167 -0.2621 0.0838 0.0308 0.440
H 2.48866 2.33853 -0.45497 0.1053 0.0597 -0.1644 0.369
C 2.80187 1.42252 -0.95941 0.1968 -0.3718 0.3464 -1.135
H 2.16194 -1.36037 -1.96296 0.1607 -0.0149 0.3514 0.077
H 3.80599 -1.36399 -1.23801 -0.3602 -0.0722 0.0591 0.442
H 4.50669 -0.31101 1.01312 -0.3515 0.1273 0.1330 0.427
H 3.23258 -0.82504 2.15420 0.0905 0.2105 -0.1557 0.342
H 2.50072 -2.35161 -0.50326 0.1154 0.0403 -0.2434 0.373
H 3.57046 0.91417 1.91417 -0.0753 -0.2489 -0.1191 0.366
Cl 0.01968 0.32560 -1.76634 -0.0999 -0.6733 -0.6900 -0.321
N -0.40081 -0.79045 7.60630 0.3281 0.8237 -1.0945 -0.315
C 0.08739 0.24296 6.83617 0.4489 0.1217 2.5620 0.319
O 0.60940 1.21518 7.39022 -0.7742 -1.1712 -1.6428 -0.585
C 0.02165 0.11021 5.33796 -0.0288 0.3422 -1.6797 0.903
C -0.41647 -0.99577 4.58342 0.1065 -0.1330 0.0319 -0.710
C -0.41245 -0.96722 3.18327 0.3228 1.0171 0.6317 -0.499
N 0.00410 0.11983 2.48157 0.1023 -0.4725 2.0777 -0.011
C 0.45312 1.20471 3.17908 -0.4666 -0.8788 0.0359 -0.310
C 0.44470 1.21670 4.58104 0.0704 0.4170 -0.5479 -0.645
H -0.35873 -0.66046 8.60207 0.0235 0.0251 0.0965 0.253
H -0.89577 -1.58262 7.25133 -0.1098 -0.1194 -0.0983 0.151
H -0.74963 -1.91973 5.05797 0.0812 0.2795 -0.1168 0.295
H -0.73811 -1.80359 2.57766 -0.0495 -0.0723 0.2175 0.557
H 0.80012 2.03630 2.54328 -0.1872 -0.3376 0.6865 0.499
H 0.76265 2.13508 5.07206 0.0173 -0.3360 0.1139 0.479
```
Positions in Å, forces in eV/Å.

Output
E_HOMO (spin up / spin down), eV: -13.616 / -14.793
Total energy, eV: -67985.1352
Kohn-Sham gap (spin up / spin down), eV: 7.694 / 4.672
Energy relative to the best compared isomer or geometry (same formula, charge and spin), kcal/mol: 0.0
Expectation value of S²: 6.02
Spin multiplicity: 5
Net charge: +2



# 3
# C4H5P

A cluster of 2 separate species, C4H5P in total at a distorted geometry (wB97M-V/def2-TZVPD, the Open Molecules 2025 dataset).

```
10
Properties=species:S:1:pos:R:3:forces:R:3:mulliken_charge:R:1
C -0.76088 -0.88146 -0.08493 1.1305 0.3434 0.0415 -0.191
C -1.66381 0.42173 -0.29798 -0.9513 -4.8725 -0.4232 -0.880
C 0.14564 -1.68185 0.16233 -3.5757 2.7692 -0.7754 -0.200
C 2.30841 0.99939 0.35660 1.8623 -1.3325 -1.3432 -0.126
P 3.46221 0.13171 -0.19153 -0.6556 0.5695 0.7356 -0.265
H -1.56919 0.75915 -1.36061 0.0235 0.2287 1.3865 0.278
H -1.40412 0.96730 0.55739 0.6378 1.7995 0.4883 0.292
H 0.76919 -2.42858 0.52269 0.8237 -0.8209 0.1747 0.427
H 1.47058 1.61343 0.38475 -1.1135 0.8065 0.6076 0.390
H -2.75803 0.09919 -0.04871 1.8182 0.5092 -0.8924 0.275
```
Positions in Å, forces in eV/Å.

Output
E_HOMO, eV: -9.558
Total energy, eV: -13512.9506
Kohn-Sham gap, eV: 10.094
Energy relative to the best compared isomer or geometry (same formula, charge and spin), kcal/mol: 68.3
SMILES: C#CC.C#P
Net charge: 0



# 4
# CH2INS

A cluster of 2 separate species, CH2INS in total at a distorted geometry (wB97M-V/def2-TZVPD, the Open Molecules 2025 dataset).

```
6
Properties=species:S:1:pos:R:3:forces:R:3:mulliken_charge:R:1
C -0.64834 -0.72871 0.25798 0.6733 4.5156 1.6095 -0.199
N -0.28783 -0.28808 -0.85848 0.2103 -0.9924 0.5781 -0.087
S 0.60283 0.56346 -1.75535 0.6803 1.4149 0.1044 -0.021
I 1.93223 2.15757 0.85704 -0.3427 -0.3129 -0.6835 -0.165
H -0.63366 -0.01785 1.22488 0.2227 -1.6461 -2.1137 0.180
H -0.96523 -1.68639 0.27393 -1.4438 -2.9791 0.5053 0.291
```
Positions in Å, forces in eV/Å.

Output
E_HOMO (spin up / spin down), eV: -9.306 / -8.785
Total energy, eV: -21492.7618
Kohn-Sham gap (spin up / spin down), eV: 7.709 / 6.142
Energy relative to the best compared isomer or geometry (same formula, charge and spin), kcal/mol: 46.8
Net charge: 0



# 5
# C14H19N3OS

The molecule C14H19N3OS (wB97M-V/def2-TZVPD, the Open Molecules 2025 dataset).

```
38
Properties=species:S:1:pos:R:3:forces:R:3:mulliken_charge:R:1
C -4.91984 -1.83301 1.14284 -0.1133 0.1293 -0.1684 -1.163
C -5.00682 -1.03143 -0.15036 0.1980 -0.0983 -0.0297 -0.471
C -3.64880 -0.51970 -0.62858 -0.1799 0.1780 0.1766 -0.353
H -2.95188 -1.35614 -0.71357 0.0703 -0.0163 -0.0636 0.211
C -3.04664 0.52895 0.30931 -0.0754 -0.2156 -0.0397 -0.823
N -1.80525 1.07069 -0.20019 -0.1518 0.1709 -0.1500 -0.218
C -0.60700 0.53617 0.18875 -0.1367 0.4051 -0.1373 0.540
O -0.49066 -0.23939 1.11007 0.0850 -0.2526 0.2548 -0.658
N 0.45600 1.01083 -0.55871 0.1286 0.2579 -0.2907 -0.285
C 1.80384 0.72397 -0.26335 0.3733 -0.1649 0.1503 0.033
C 2.26154 -0.59731 -0.28764 -0.0100 0.1107 -0.0142 0.957
C 3.59595 -0.85018 -0.00088 0.0118 0.1605 0.0480 -0.926
C 4.45883 0.19503 0.26769 0.1359 -0.1350 -0.0008 0.526
C 4.01141 1.50609 0.26705 0.0999 -0.1788 -0.0004 -1.059
C 2.67988 1.78189 0.00897 -0.1511 -0.1115 0.0472 0.994
C 2.18547 3.19829 0.02718 0.0087 -0.0961 0.0222 -1.735
H 1.31020 3.28962 0.66979 -0.0566 0.0711 0.0062 0.339
H 1.91219 3.52807 -0.97687 -0.0491 0.1109 -0.0334 0.393
H 2.95862 3.86446 0.39979 0.0115 0.0779 -0.0108 0.392
H 4.70000 2.31009 0.47977 0.0516 0.1468 -0.0102 0.339
S 6.18867 -0.06265 0.65734 -0.1725 0.4435 0.1838 -0.190
C 6.41185 -1.59281 0.01304 0.0032 0.2461 0.0354 0.546
N 6.58901 -2.63787 -0.42537 0.1108 -0.6242 -0.2155 -0.438
H 3.95600 -1.86790 -0.00693 -0.0005 -0.0893 -0.0287 0.374
C 1.35091 -1.73156 -0.62694 -0.0498 -0.0907 0.1150 -1.575
H 1.92197 -2.62756 -0.85389 0.0348 -0.0443 -0.0746 0.455
H 0.72730 -1.47451 -1.48205 -0.0695 -0.0362 -0.0671 0.339
H 0.69002 -1.93396 0.21530 -0.0217 -0.0686 -0.0672 0.284
H 0.30506 1.87960 -1.05071 -0.0754 -0.1222 0.0818 0.299
H -1.85760 1.53315 -1.09486 0.1017 -0.0924 0.0468 0.266
H -3.75183 1.35291 0.45663 0.0039 -0.0868 0.0712 0.296
H -2.80696 0.08239 1.27495 -0.1162 0.1221 -0.0317 0.380
H -3.76635 -0.07684 -1.62250 0.0728 -0.0187 -0.0312 0.345
H -5.68228 -0.18407 -0.01027 -0.0815 0.0127 -0.0719 0.301
H -5.43095 -1.66556 -0.93230 -0.0733 0.0732 -0.0057 0.309
H -5.89124 -2.25571 1.38885 -0.0465 -0.0623 0.1040 0.359
H -4.60307 -1.20630 1.97173 0.0433 0.0023 0.1559 0.316
H -4.20757 -2.64776 1.03692 0.0859 -0.1144 0.0435 0.304
```
Positions in Å, forces in eV/Å.

Output
E_HOMO, eV: -8.516
Total energy, eV: -32180.2022
Kohn-Sham gap, eV: 9.006
Energy relative to the best compared isomer or geometry (same formula, charge and spin), kcal/mol: 15.8
SMILES: CCCCNC(=O)Nc1c(C)cc(SC#N)cc1C
Net charge: 0



# 6
# C33H29FGeN3O4PdS2

A structure of composition C33H29FGeN3O4PdS2 at a distorted geometry (wB97M-V/def2-TZVPD, the Open Molecules 2025 dataset).

```
74
Properties=species:S:1:pos:R:3:forces:R:3:mulliken_charge:R:1
Pd -0.05733 0.35280 0.46275 -0.0844 0.5445 1.1027 1.134
C 1.12834 3.10539 2.17850 -0.0326 -0.0080 -0.0462 -1.177
C 1.91856 2.09598 1.42453 -0.0652 0.1924 -0.1484 0.868
N 1.55629 1.64974 0.25984 0.6946 -0.4610 0.3341 0.031
N 2.63500 1.11991 -0.48889 -0.4410 -0.0116 -0.1738 -0.334
C 2.28860 0.19791 -1.32161 0.0072 0.2066 0.0951 0.522
S 0.72933 -0.54938 -1.37718 0.1295 -0.3572 -0.8354 -0.660
S 3.36753 -0.38162 -2.58345 0.0200 0.0036 0.1702 -0.131
C 4.88857 0.57257 -2.28512 -0.0041 0.0940 -0.0232 -0.780
C 6.00400 -0.25337 -1.70866 -0.0174 -0.0143 0.0062 0.481
C 7.17450 -0.45762 -2.42668 0.0293 0.0384 -0.0106 -0.512
C 8.20893 -1.21752 -1.89489 -0.0037 0.0154 -0.0052 -0.591
C 8.07673 -1.78356 -0.63796 -0.0035 -0.0145 0.0107 -0.469
C 6.90419 -1.59026 0.08322 0.0172 -0.0063 0.0148 -0.609
C 5.87662 -0.83221 -0.44986 -0.0250 -0.0320 0.0042 0.281
C 3.09263 1.51897 2.08859 0.0174 -0.1627 -0.0275 0.142
C 4.10421 2.22681 2.68072 0.0323 0.0070 0.0130 -0.415
C 5.10069 1.57026 3.41279 0.0198 0.0465 -0.0337 -0.663
C 5.06380 0.18014 3.60433 0.0081 -0.0309 -0.0094 -0.440
C 4.05408 -0.56242 3.06543 -0.0715 -0.0260 -0.0766 -0.621
C 3.01142 0.05278 2.26702 0.0856 0.0638 -0.0865 0.416
O 2.09286 -0.62218 1.78037 0.2870 -0.0474 0.2457 -0.577
H 0.42285 3.61536 1.52637 -0.0438 -0.0605 0.0233 -0.007
H 1.83172 3.83658 2.58628 0.0101 0.0139 -0.0231 0.603
H 0.59911 2.63581 3.00634 -0.0207 -0.0008 0.0102 0.256
H 4.60229 1.39209 -1.62697 0.0237 -0.0117 0.0300 0.270
H 5.18982 0.99746 -3.24170 -0.0521 -0.0303 -0.0366 0.474
H 7.28149 -0.01657 -3.41105 -0.0034 -0.0053 -0.0049 0.328
H 9.11485 -1.36882 -2.46725 0.0025 -0.0015 -0.0026 0.368
H 8.87738 -2.38202 -0.22345 0.0038 0.0029 0.0027 0.374
H 6.79120 -2.04211 1.06035 -0.0133 0.0029 0.0171 0.401
H 4.94982 -0.70389 0.09496 -0.0471 0.0263 0.0760 0.147
H 4.15076 3.30275 2.56797 0.0011 -0.0012 -0.0213 0.456
H 5.91145 2.14581 3.83840 -0.0059 0.0069 0.0119 0.424
H 5.84254 -0.29611 4.18516 -0.0071 -0.0074 0.0050 0.453
H 3.97833 -1.63278 3.20370 0.0265 -0.0053 0.0046 0.480
O -2.96065 -2.32141 0.53063 0.0378 -0.0812 0.0534 -0.646
N -2.18937 -1.42676 0.30741 0.0656 0.2148 -0.1859 0.994
O -2.34929 -0.56372 -0.57817 -0.4094 -0.3918 0.0831 -0.405
O -1.10833 -1.32239 1.02146 -0.0613 0.3089 -0.3324 -0.582
F -0.69935 1.11147 2.16321 0.0126 -0.0430 0.0622 -0.748
C -2.68035 2.71480 1.36997 -0.1017 0.0771 -0.0201 -1.527
Ge -1.82088 2.14115 -0.26566 -0.1278 -0.1315 -0.5076 1.970
C -0.67938 3.53395 -1.03083 0.0497 0.1778 0.2131 0.530
C 0.43622 3.39165 -1.84983 -0.0680 -0.0557 -0.0593 0.127
C 1.06797 4.50442 -2.38116 0.0366 -0.0162 -0.0203 -0.913
C 0.59823 5.77993 -2.09977 -0.0217 0.0259 -0.0038 -0.649
C -0.51602 5.93809 -1.29271 0.0063 0.0120 0.0282 -0.639
C -1.14769 4.82172 -0.75905 0.0362 -0.0062 -0.0427 -0.609
C -3.20362 1.74728 -1.58030 -0.0776 -0.0360 -0.0446 0.750
C -4.49229 1.92308 -1.14839 -0.1045 0.0307 0.0123 -0.647
C -5.59419 1.79354 -2.02651 0.0483 -0.0565 0.0396 -1.069
C -5.38871 1.46620 -3.33065 0.0389 0.0026 -0.0283 -0.859
C -4.07428 1.26259 -3.82400 -0.1271 -0.0033 -0.0254 0.660
C -3.84836 0.92180 -5.17966 0.0338 -0.0099 0.0071 -0.834
C -2.58246 0.72052 -5.64950 0.0065 0.0195 0.0086 -0.620
C -1.48200 0.85207 -4.77719 -0.0355 -0.0019 0.0216 -1.145
C -1.67925 1.18105 -3.46645 0.0441 -0.0561 -0.0043 0.582
C -2.97508 1.39745 -2.94614 0.1573 0.1170 0.0399 -0.127
H -3.34283 3.54163 1.10212 -0.0318 -0.0424 0.0395 0.590
H -1.95240 3.03336 2.10368 0.0706 0.0266 0.0063 0.333
H -3.26391 1.90139 1.79403 0.0133 -0.0223 -0.0021 0.367
H 0.82266 2.40801 -2.08391 0.0134 0.0113 0.0204 0.315
H 1.93213 4.37563 -3.02059 0.0043 -0.0167 0.0062 0.463
H 1.09657 6.64667 -2.51437 0.0014 -0.0004 -0.0048 0.382
H -0.89667 6.92704 -1.07167 0.0051 0.0036 -0.0032 0.413
H -2.01971 4.97201 -0.13291 0.0090 -0.0055 0.0236 0.332
H -4.70550 2.16379 -0.11479 0.0417 -0.0143 0.0070 0.378
H -6.59692 1.94030 -1.64698 0.0012 0.0090 0.0038 0.416
H -6.22359 1.35043 -4.01167 -0.0022 0.0111 0.0002 0.383
H -4.70408 0.81992 -5.83640 0.0008 -0.0018 -0.0062 0.386
H -2.41895 0.45760 -6.68650 -0.0080 -0.0035 -0.0014 0.388
H -0.47738 0.68015 -5.14210 -0.0012 -0.0014 -0.0121 0.468
H -0.82663 1.24717 -2.80629 -0.0311 -0.0196 0.0158 -0.130
```
Positions in Å, forces in eV/Å.

Output
E_HOMO (spin up / spin down), eV: -8.182 / -8.182
Total energy, eV: -131730.0255
Kohn-Sham gap (spin up / spin down), eV: 6.903 / 5.479
Energy relative to the best compared isomer or geometry (same formula, charge and spin), kcal/mol: 27.5
Expectation value of S²: 0.80
Spin multiplicity: 2
Net charge: 0